No. 1
Below is the molecule C18H16N2O2, with properties calculated with ωB97M-V/def2-TZVPD.

Kohn-Sham gap = 9.21 eV
electronic energy = -26000.7225 eV
HOMO level = -8.6 eV
ΔE to the lowest compared entry with this formula, charge and spin = 172.3 kJ/mol
total charge = 0

Element x y z (Å)
C 2.82 -3.47 0.48
N 2.18 -2.15 0.47
C 2.86 -1.11 -0.07
C 2.34 0.14 -0.13
C 1.00 0.41 0.32
O 0.49 1.53 0.26
N 0.28 -0.72 0.82
C -1.07 -0.48 1.45
C -1.20 0.87 2.17
C -1.02 0.91 3.56
C -1.02 2.13 4.26
C -1.33 3.32 3.62
C -1.71 3.26 2.28
C -1.65 2.05 1.58
C -2.27 -0.86 0.55
C -2.50 -2.23 0.39
C -3.47 -2.74 -0.48
C -4.29 -1.87 -1.20
C -4.22 -0.52 -0.90
C -3.29 -0.03 0.04
C 0.87 -2.02 0.94
O 0.28 -2.98 1.45
H 3.80 -3.31 0.03
H 2.93 -3.82 1.52
H 2.23 -4.16 -0.14
H 3.86 -1.37 -0.43
H 2.90 0.97 -0.53
H -1.11 -1.21 2.25
H -0.93 -0.01 4.13
H -0.72 2.15 5.31
H -1.28 4.28 4.13
H -2.00 4.16 1.74
H -2.03 2.05 0.56
H -1.95 -2.93 1.02
H -3.56 -3.81 -0.63
H -4.95 -2.23 -1.99
H -4.89 0.19 -1.40
H -3.49 0.96 0.44

---

No. 2
Below is the molecule C18H16N2O4S, with properties calculated with ωB97M-V/def2-TZVPD.

Kohn-Sham gap = 8.77 eV
electronic energy = -40930.6340 eV
HOMO level = -8.6 eV
ΔE to the lowest compared entry with this formula, charge and spin = 146.4 kJ/mol
total charge = 0

Element x y z (Å)
C 1.01 3.58 3.84
C 1.43 2.14 3.82
C 1.89 1.52 4.97
C 2.30 0.20 4.97
C 2.25 -0.53 3.79
C 1.78 0.06 2.63
C 1.38 1.39 2.64
N 0.90 1.95 1.45
S 1.64 1.65 -0.03
O 3.03 1.35 0.15
O 1.27 2.77 -0.84
C 0.79 0.20 -0.62
C 1.50 -0.94 -0.94
C 0.83 -2.04 -1.43
C -0.55 -2.00 -1.61
N -1.21 -3.12 -2.10
C -2.31 -3.21 -2.92
O -2.93 -4.25 -3.02
C -2.66 -2.02 -3.71
C -3.83 -1.74 -4.35
C -3.62 -0.52 -5.04
C -2.34 -0.16 -4.77
O -1.74 -1.05 -3.97
C -1.26 -0.85 -1.26
C -0.59 0.26 -0.77
H 1.18 4.01 4.83
H 1.57 4.16 3.11
H -0.05 3.68 3.61
H 1.94 2.09 5.89
H 2.66 -0.26 5.88
H 2.57 -1.56 3.77
H 1.73 -0.49 1.71
H 0.60 2.91 1.51
H 2.57 -0.94 -0.80
H 1.37 -2.94 -1.68
H -0.86 -4.02 -1.80
H -4.72 -2.33 -4.33
H -4.33 0.01 -5.65
H -1.75 0.68 -5.08
H -2.33 -0.83 -1.36
H -1.11 1.16 -0.51

---

No. 3
Below is the molecule C18H16N4O3S, with properties calculated with ωB97M-V/def2-TZVPD.

Kohn-Sham gap = 8.02 eV
electronic energy = -41865.6462 eV
HOMO level = -8.1 eV
ΔE to the lowest compared entry with this formula, charge and spin = 0.0 kJ/mol
total charge = 0

Element x y z (Å)
O -0.73 -3.82 0.96
C -0.10 -2.94 0.40
N 1.21 -3.15 -0.03
C 2.09 -2.28 -0.66
O 3.21 -2.63 -0.96
N 1.60 -1.03 -0.94
C 2.46 -0.02 -1.54
C 3.15 0.78 -0.46
C 4.39 0.38 0.03
C 5.00 1.09 1.04
C 4.38 2.20 1.59
C 3.14 2.59 1.11
C 2.53 1.89 0.09
C 0.33 -0.71 -0.56
N -0.30 0.47 -0.75
C -1.52 0.31 -0.23
C -2.46 1.39 -0.25
C -2.17 2.64 -0.74
C -3.27 3.52 -0.66
C -4.38 2.93 -0.13
S -4.11 1.30 0.29
N -1.69 -0.93 0.30
C -2.84 -1.55 0.90
C -3.75 -2.21 -0.16
O -4.77 -2.95 0.43
C -0.51 -1.61 0.08
H 1.59 -4.07 0.15
H 3.19 -0.55 -2.15
H 1.83 0.62 -2.15
H 4.87 -0.50 -0.39
H 5.96 0.77 1.42
H 4.85 2.75 2.38
H 2.65 3.46 1.54
H 1.55 2.18 -0.27
H -1.21 2.90 -1.12
H -3.24 4.54 -0.99
H -5.34 3.37 0.04
H -2.47 -2.34 1.57
H -3.40 -0.82 1.49
H -4.24 -1.44 -0.76
H -3.13 -2.83 -0.81
H -4.38 -3.69 0.92

---

No. 4
Below is the molecule C18H16N4O5, with properties calculated with ωB97M-V/def2-TZVPD.

Kohn-Sham gap = 9.35 eV
electronic energy = -35123.1730 eV
HOMO level = -10.0 eV
ΔE to the lowest compared entry with this formula, charge and spin = 0.0 kJ/mol
total charge = 0

Element x y z (Å)
O -2.87 -3.72 -0.40
C -1.94 -2.99 -0.23
N -1.53 -2.57 1.02
C -0.49 -1.74 1.34
O -0.24 -1.47 2.49
C 0.34 -1.18 0.18
C 1.78 -1.69 0.43
C 2.86 -1.18 -0.52
C 3.29 0.24 -0.27
C 3.22 1.20 -1.28
C 3.63 2.49 -1.01
N 4.10 2.87 0.17
C 4.18 1.96 1.12
C 3.79 0.64 0.96
C 0.24 0.36 0.26
C -1.20 0.79 0.17
C -1.96 0.96 1.33
C -3.29 1.30 1.25
C -3.88 1.47 0.00
N -5.27 1.83 -0.09
O -5.74 1.98 -1.20
O -5.89 1.94 0.95
C -3.13 1.33 -1.16
C -1.80 0.99 -1.07
C -0.12 -1.61 -1.20
O 0.40 -1.21 -2.22
N -1.17 -2.50 -1.27
H -2.08 -2.92 1.80
H 2.04 -1.42 1.46
H 1.76 -2.78 0.37
H 3.74 -1.82 -0.39
H 2.53 -1.29 -1.55
H 2.84 0.93 -2.26
H 3.59 3.26 -1.77
H 4.57 2.31 2.07
H 3.90 -0.06 1.77
H 0.68 0.69 1.20
H 0.80 0.79 -0.57
H -1.50 0.82 2.29
H -3.89 1.43 2.13
H -3.61 1.48 -2.12
H -1.21 0.88 -1.97
H -1.46 -2.78 -2.20

---

No. 5
Below is the molecule C18H16O4, with properties calculated with ωB97M-V/def2-TZVPD.

Kohn-Sham gap = 7.16 eV
electronic energy = -27094.1003 eV
HOMO level = -8.7 eV
ΔE to the lowest compared entry with this formula, charge and spin = 2161.8 kJ/mol
total charge = 0

Element x y z (Å)
C -3.53 -1.27 -3.43
C -2.64 -2.55 -4.02
O -1.23 -2.34 -3.67
C -0.71 -3.46 -2.81
C -1.35 -3.39 -1.31
O -0.37 -3.43 -0.21
C -0.32 -2.18 0.55
C -1.58 -1.38 1.23
C -1.48 0.03 2.09
C 0.02 0.66 2.32
C 1.35 -0.13 1.70
C 1.19 -1.50 0.82
C 2.81 0.60 2.07
O 3.88 -0.14 2.44
C 2.80 2.25 1.99
C 4.10 3.06 1.37
C 3.99 4.69 1.29
C 2.63 5.50 1.83
C 1.32 4.71 2.50
C 1.45 3.06 2.56
C 0.25 2.08 3.18
O -0.45 2.38 4.27
H -4.67 -1.52 -3.31
H -3.46 -0.32 -4.12
H -3.16 -0.91 -2.36
H -3.11 -3.51 -3.49
H -2.87 -2.60 -5.17
H 0.46 -3.44 -2.85
H -1.11 -4.45 -3.35
H -2.03 -4.36 -1.19
H -2.09 -2.48 -1.28
H -2.68 -1.81 1.08
H -2.48 0.54 2.50
H 2.17 -2.00 0.37
H 5.01 2.40 1.02
H 4.92 5.27 0.82
H 2.63 6.67 1.71
H 0.36 5.28 2.88

---

No. 6
Below is the molecule C18H16O7, with properties calculated with ωB97M-V/def2-TZVPD.

Kohn-Sham gap = 7.98 eV
electronic energy = -33258.1364 eV
HOMO level = -8.4 eV
ΔE to the lowest compared entry with this formula, charge and spin = 0.0 kJ/mol
total charge = 0

Element x y z (Å)
C -1.61 -1.07 -2.07
C -0.86 -0.56 -1.04
C 0.04 -1.30 -0.17
C 0.23 -2.67 -0.05
O -0.43 -3.55 -0.83
C 1.14 -3.14 0.87
C 1.49 -4.65 0.87
C 1.68 -2.24 1.79
O 2.54 -2.76 2.71
C 1.42 -0.85 1.77
C 2.05 0.08 2.74
C 1.86 1.60 2.68
O 2.87 -0.36 3.54
C 0.54 -0.40 0.75
O 0.00 0.86 0.60
C -0.91 0.85 -0.49
C -2.34 1.10 0.01
C -2.76 2.26 -0.86
O -3.87 2.78 -0.85
C -1.61 2.75 -1.67
C -1.72 3.97 -2.50
O -0.87 4.14 -3.35
O -2.75 4.81 -2.25
C -0.54 1.97 -1.42
C 0.85 2.10 -2.03
H -2.24 -0.43 -2.69
H -1.61 -2.14 -2.26
H -0.19 -4.42 -0.50
H 0.73 -5.20 1.44
H 2.47 -4.84 1.32
H 1.50 -5.08 -0.13
H 2.79 -2.01 3.31
H 1.93 1.97 1.68
H 0.87 1.79 3.05
H 2.56 2.16 3.31
H -3.06 0.26 -0.11
H -2.38 1.38 1.05
H -3.41 4.42 -1.68
H 1.53 1.31 -1.65
H 0.82 2.02 -3.14
H 1.25 3.10 -1.73